# C39H84Br2NO12S9

A cluster of 10 separate species, C39H84Br2NO12S9 in total (wB97M-V/def2-TZVPD, OMol25).

Geometry as XYZ:
```
147
Properties=species:S:1:pos:R:3:forces:R:3:lowdin_charge:R:1
C 3.16052 2.41596 1.72176 -0.3684 0.3102 0.0273 -0.103
C 3.52923 1.45938 0.58741 0.2100 0.1201 0.3976 -0.234
N 2.53765 0.99370 -0.37915 0.1567 -0.0918 -0.3146 -0.141
C 3.10296 -0.02934 -1.26700 -0.3461 0.1057 -0.3354 -0.177
C 4.61619 -0.17106 -1.39561 0.2144 -0.5078 0.3225 -0.173
C 5.26238 -1.16888 -0.42606 0.4782 0.1205 -0.6460 -0.199
C 4.72849 -2.58701 -0.55118 -0.5224 0.0488 0.9215 -0.167
C 5.62285 -3.61360 0.16315 -0.4117 0.4736 -0.4489 -0.209
O 6.31562 -4.45989 -0.74659 0.3038 -0.2470 0.4563 -0.191
C 5.67156 -5.68809 -0.97307 0.1394 0.2202 -0.2743 -0.132
C 1.19869 0.68373 0.15123 -0.0815 1.1068 -0.2734 -0.306
C 0.31414 -0.09993 -0.88279 -0.1633 -0.7770 -0.0967 -0.045
C -0.16540 -1.50922 -0.56386 -0.1997 -0.5583 0.1398 -0.133
C 0.73269 -2.58149 -0.41772 -0.1809 -0.2860 -0.0480 -0.039
C 0.32443 -3.88287 -0.15365 -0.4940 0.3037 -0.0617 -0.087
C -1.03600 -4.16972 -0.01764 0.3459 0.7553 -0.2496 -0.101
C -1.94305 -3.13036 -0.19146 0.5067 -0.3746 0.0375 -0.065
C -1.53752 -1.81290 -0.47437 -0.0408 -0.1351 0.0753 -0.204
C -2.68194 -0.84886 -0.70650 -0.0240 -0.5121 -0.1743 -0.050
C 1.43031 -0.04592 1.52497 0.3576 -0.7154 0.0717 -0.640
O 2.17377 -1.04236 1.41590 0.1336 -0.2039 -0.1528 -0.005
O 0.97821 0.43032 2.56961 -0.3348 0.2927 0.4776 -0.034
C 0.44875 2.04839 0.29013 0.0328 0.2766 0.0672 -0.596
Br 1.15492 3.51647 -0.72729 -0.0519 -0.2320 -0.0510 0.739
C -0.69146 2.24102 0.94665 0.1396 -0.1897 -0.1155 -0.744
C -1.45632 1.21567 1.71066 -0.4747 0.2731 0.1692 -0.143
Br -1.58318 3.93515 0.98197 -0.0215 -0.0318 0.0748 0.673
H 3.87927 2.23889 2.51263 0.1199 0.0187 0.2012 0.024
H 3.24263 3.46655 1.45760 -0.0693 0.1072 -0.2347 0.055
H 2.17936 2.26399 2.16073 -0.0381 -0.1027 -0.0556 0.046
H 4.29126 1.99023 0.02366 0.2158 -0.1397 -0.1548 0.111
H 3.99155 0.60076 1.07536 0.0652 -0.0973 -0.0043 0.085
H 2.71791 0.14237 -2.27990 0.0280 0.1852 -0.0852 0.090
H 2.72405 -1.00533 -0.98010 0.0834 -0.0606 0.0400 0.072
H 5.18248 0.75358 -1.35471 -0.2129 0.2810 -0.0703 0.104
H 4.80085 -0.57558 -2.39144 -0.0310 0.0582 -0.1990 0.096
H 6.32555 -1.18851 -0.68832 0.1319 -0.0058 0.0821 0.117
H 5.21481 -0.83639 0.60681 -0.0655 -0.0600 0.1092 0.084
H 3.75886 -2.60442 -0.04953 -0.0950 -0.0099 -0.0332 0.086
H 4.53825 -2.86887 -1.58624 0.2463 -0.1062 -0.2021 0.118
H 6.35213 -3.07380 0.76265 0.2801 -0.0516 -0.0174 0.119
H 5.01744 -4.20175 0.85237 0.0170 -0.2741 0.0553 0.110
H 4.89184 -5.58114 -1.73304 -0.1788 -0.1082 0.0023 0.080
H 6.41770 -6.39388 -1.33210 0.0621 -0.0381 -0.1280 0.078
H 5.23634 -6.09873 -0.06189 -0.1127 0.0051 0.1460 0.079
H -0.58106 0.46559 -1.08630 -0.0565 0.3397 0.1363 0.088
H 0.79167 -0.14491 -1.85864 0.3091 0.0920 0.0571 0.109
H 1.78996 -2.40847 -0.49291 0.0039 0.0932 0.0495 0.061
H 1.04751 -4.67709 -0.04052 0.1976 0.0081 0.0131 0.089
H -1.34890 -5.18020 0.19918 -0.2015 -0.0583 0.0435 0.086
H -2.99722 -3.36038 -0.11628 -0.1534 0.1628 -0.0224 0.104
H -3.41740 -1.00436 0.07895 -0.0480 0.3087 0.2431 0.081
H -2.41972 0.19642 -0.78906 0.0463 0.1543 0.1854 0.060
H -3.18313 -1.15107 -1.62644 0.0961 0.1377 -0.0619 0.043
H -2.51464 1.28527 1.45951 -0.1095 0.0264 -0.1361 0.061
H -1.36632 1.43153 2.77303 0.0454 -0.1615 0.1596 0.069
H -1.12042 0.20609 1.53243 0.1395 -0.1164 -0.0053 0.073
C 3.59235 2.10369 -6.84478 -0.0446 -0.0111 -0.1421 -0.277
S 3.41666 1.46822 -5.16937 -0.0139 0.1079 0.1762 0.806
O 4.77004 1.05202 -4.72977 0.0943 -0.0382 -0.0956 -0.538
C 2.54924 -0.03074 -5.63823 -0.1178 -0.2002 -0.1128 -0.281
H 4.15949 3.03017 -6.78874 0.0059 0.0018 0.0539 0.046
H 4.12897 1.37864 -7.45794 0.0141 -0.0191 0.0516 0.053
H 2.60491 2.30324 -7.26206 -0.0044 0.0178 0.0151 0.050
H 3.17717 -0.60640 -6.32083 0.0314 0.0337 0.0109 0.052
H 1.59967 0.21993 -6.11298 -0.0083 0.0160 0.0341 0.056
H 2.36487 -0.60660 -4.73230 0.0248 0.0804 0.0602 0.037
C -3.66047 -4.44774 -4.89277 -0.0578 -0.1212 -0.0182 -0.264
S -2.63764 -3.06564 -4.36700 0.0947 0.0543 -0.0273 0.812
O -3.44713 -2.26053 -3.41466 -0.1729 -0.1109 -0.1344 -0.543
C -2.67031 -2.21230 -5.94011 0.0123 -0.0825 0.0285 -0.291
H -3.80794 -5.10142 -4.03522 0.0256 0.0326 0.0314 0.047
H -4.62277 -4.07373 -5.24358 0.0194 0.0543 0.0192 0.055
H -3.14708 -4.99134 -5.68645 0.0327 0.0185 0.0027 0.050
H -3.69539 -1.98958 -6.22816 -0.0343 0.0135 0.0656 0.056
H -2.18667 -2.83496 -6.69012 0.0408 0.0174 0.0054 0.013
H -2.11592 -1.28303 -5.83133 -0.0009 0.0235 0.0246 0.057
C 2.08843 3.69462 6.86791 0.0287 0.0611 0.1122 -0.283
S 2.04706 3.39123 5.09047 0.1075 -0.1217 -0.0562 0.780
O 1.46821 4.61614 4.47030 -0.0516 0.0863 0.1050 -0.555
C 0.76537 2.15415 5.14975 -0.1346 0.0528 -0.1498 -0.258
H 2.81697 4.48088 7.06022 0.0056 0.0061 -0.0362 0.038
H 1.10150 4.01353 7.20543 -0.0190 -0.0213 -0.0548 0.050
H 2.38863 2.78134 7.38255 -0.0037 -0.0091 -0.0072 0.044
H -0.12364 2.57613 5.61038 -0.0179 0.0271 0.0669 0.021
H 1.11772 1.29413 5.71975 0.0416 -0.0241 -0.0517 0.066
H 0.54514 1.83507 4.12908 0.1892 -0.0447 0.0432 0.024
C -2.07204 -0.29770 -10.96111 0.1055 -0.0029 -0.1054 -0.274
S -2.88046 -1.51816 -9.91841 -0.0351 -0.0103 0.0528 0.817
O -2.81461 -0.99423 -8.52913 -0.0660 0.1392 -0.0884 -0.546
C -1.61018 -2.77468 -10.02810 0.0519 0.0082 -0.3543 -0.279
H -2.69477 0.59408 -10.97473 -0.0360 -0.0202 0.0372 0.047
H -1.09290 -0.05815 -10.54584 -0.0159 -0.0280 0.0464 0.057
H -1.97330 -0.69188 -11.97291 -0.0155 0.0002 -0.0017 0.049
H -0.67570 -2.36410 -9.65143 -0.0092 0.0164 0.0604 0.040
H -1.49795 -3.09806 -11.06474 -0.0527 0.0291 -0.0084 0.055
H -1.90639 -3.61580 -9.41052 -0.0067 0.0263 0.0830 0.037
C 1.22354 -3.57611 -5.50281 0.0193 0.0468 0.0619 -0.252
S 0.97671 -3.36918 -7.26834 0.1510 0.0820 0.2050 0.801
O -0.34319 -3.97620 -7.59535 0.0000 -0.2447 0.0186 -0.565
C 2.23494 -4.54535 -7.77840 0.0497 -0.0791 -0.0288 -0.263
H 0.49726 -2.95263 -4.98339 -0.0195 -0.0078 -0.0199 0.038
H 1.06747 -4.62072 -5.23496 -0.0353 -0.0057 -0.0374 0.066
H 2.23271 -3.25932 -5.23823 -0.0016 0.0183 -0.0089 0.055
H 2.01088 -5.52407 -7.35441 -0.0416 0.0211 0.0208 0.059
H 3.21076 -4.19656 -7.44077 -0.0053 0.0216 0.0018 0.055
H 2.22210 -4.60197 -8.86506 -0.0294 0.0315 -0.0028 0.047
C -3.42291 3.73133 4.58707 -0.0840 0.0969 -0.1462 -0.267
S -3.37730 2.76349 6.09575 -0.0115 0.1331 0.0738 0.799
O -2.21133 1.84800 5.96355 -0.0317 -0.1169 0.1088 -0.550
C -4.85081 1.80594 5.75496 -0.0678 -0.0068 -0.0582 -0.279
H -2.56259 4.39975 4.57713 0.0517 -0.0645 0.0239 0.054
H -3.36885 3.06193 3.72815 0.0355 -0.0155 0.0153 0.041
H -4.34594 4.31230 4.56155 -0.0218 -0.0397 0.0029 0.043
H -4.73640 1.26793 4.81602 0.0477 0.0000 -0.0005 0.055
H -5.70471 2.48081 5.70674 0.0344 0.0518 0.0471 0.027
H -4.99287 1.09496 6.56580 0.0435 0.0072 0.0214 0.056
C 5.18589 -0.42963 4.84356 -0.0357 -0.1011 0.0781 -0.251
S 5.93837 0.72387 3.69409 -0.1005 0.0515 -0.0971 0.803
O 6.70538 -0.08096 2.70830 0.1368 -0.0728 0.0398 -0.542
C 7.14093 1.40269 4.84959 0.0509 -0.0315 0.1416 -0.272
H 4.42659 -0.98663 4.29654 -0.0323 0.0666 -0.0656 0.058
H 5.94638 -1.11014 5.22917 0.0364 0.0253 -0.0419 0.054
H 4.71705 0.12595 5.65617 -0.0308 0.0203 -0.0307 0.049
H 7.77853 0.60261 5.22798 -0.0206 -0.0262 -0.0369 0.052
H 6.61590 1.89474 5.66880 -0.0142 0.0179 -0.0169 0.048
H 7.74354 2.13116 4.31135 -0.0283 -0.0044 -0.0474 0.045
C -5.58507 6.52696 9.06476 0.0412 0.0174 0.1064 -0.273
S -5.86695 6.23731 7.31366 0.0655 0.0907 -0.0068 0.805
O -6.11984 4.78102 7.15887 -0.0737 -0.1328 -0.0567 -0.566
C -4.17088 6.53348 6.80266 0.0940 0.0287 0.0242 -0.268
H -6.52248 6.35042 9.58791 -0.0248 -0.0097 -0.0397 0.046
H -4.82308 5.83765 9.42852 -0.0050 -0.0274 -0.0534 0.060
H -5.27060 7.55989 9.21414 -0.0129 0.0073 -0.0109 0.051
H -3.50725 5.84244 7.32282 -0.0447 -0.0443 -0.0079 0.056
H -3.90267 7.56664 7.02386 -0.0251 0.0099 -0.0105 0.055
H -4.10851 6.36322 5.73052 -0.0328 0.0103 -0.0049 0.038
C -9.66066 0.12751 3.74057 -0.1166 -0.0517 0.0209 -0.275
S -8.30331 1.14594 4.33514 -0.0087 0.1232 -0.0750 0.801
O -7.12712 0.25517 4.47695 -0.0557 -0.1317 0.0365 -0.540
C -8.96826 1.41060 5.98436 -0.0530 -0.0238 0.0996 -0.266
H -9.42184 -0.18453 2.72631 0.0512 0.0246 -0.0001 0.049
H -9.76671 -0.74817 4.38110 0.0496 0.0080 0.0150 0.056
H -10.57972 0.71404 3.73740 0.0093 0.0152 -0.0129 0.049
H -9.12008 0.44861 6.47460 0.0316 -0.0206 -0.0374 0.058
H -9.90855 1.95753 5.91198 0.0121 0.0210 -0.0133 0.051
H -8.24476 2.00120 6.54376 0.0274 0.0190 -0.0460 0.043
```
Forces are in eV/Å.

Summary:
gap between HOMO and LUMO	0.211	Eh
total charge	-1

---

# C8H12

A structure of composition C8H12 (wB97M-V/def2-TZVPD, OMol25).

Geometry as XYZ:
```
20
Properties=species:S:1:pos:R:3:forces:R:3:lowdin_charge:R:1
C -1.57360 -0.09659 1.30623 -4.4445 -0.1183 3.7014 -0.118
C -1.29864 -0.00493 -0.09688 1.7312 0.8382 -3.4702 -0.467
C -2.18418 -0.38439 -1.05172 0.4750 -1.1118 -0.0213 0.040
C 0.08214 0.63802 -0.28593 -3.0476 1.2703 1.5642 -0.282
C 0.26738 1.98335 -0.11891 -0.3852 0.0687 -1.5314 0.074
C 1.09734 -0.33297 -0.01940 2.5289 -2.3476 -1.9400 -0.475
C 2.54053 0.05667 0.01516 2.6322 0.0659 -0.1473 -0.116
C 0.94810 -1.67715 -0.07979 -0.4097 -0.6744 1.0136 0.027
H -0.82557 -0.59176 2.18053 -1.7945 1.8989 -2.9011 0.155
H -2.51955 -0.83400 1.20999 1.7669 1.6124 1.4502 0.095
H -2.08325 1.07284 1.54736 1.7678 -3.4705 0.2034 0.162
H -2.01875 -0.63607 -2.16964 -0.0501 1.2594 2.0636 0.098
H -3.13662 -0.76055 -0.62078 0.5554 0.0740 -0.6595 0.055
H -0.51564 2.88860 -0.14322 1.7818 -2.6107 0.0077 0.123
H 1.34107 2.18256 -0.23767 -0.7160 0.9591 0.6387 0.016
H 2.71228 1.21354 -0.61301 0.0898 -3.7527 2.5167 0.126
H 3.18097 -0.89578 -0.71448 -1.5958 3.3902 2.8136 0.149
H 2.81848 -0.07311 1.52154 -0.1273 0.9069 -4.7388 0.200
H 0.01882 -2.22229 -0.03880 -0.6147 0.4665 -0.3486 0.059
H 1.75321 -2.43608 0.06575 -0.1435 1.2756 -0.2151 0.078
```
Forces are in eV/Å.

Summary:
gap between HOMO and LUMO	0.331	Eh
total charge	0

---

Energy relative to the best compared isomer or geometry (same formula, charge and spin) (kcal/mol)
0.0 158.5
Energy (eV)
-305460.7650 -8482.7076